Entry 1:
Entry from the Open Molecules 2025 dataset: one molecule with the formula C6H10O at a distorted geometry (ωB97M-V/def2-TZVPD).

XYZ file:
```
17
C6H10O (ωB97M-V/def2-TZVPD)
C -1.411 -2.203 1.697
H -1.726 -2.840 2.514
H 1.203 -0.003 1.990
C 0.253 1.222 -1.960
H -0.464 0.518 -2.444
H 0.972 -2.301 1.760
H -2.063 -1.321 1.709
O 0.258 2.389 -2.658
H 0.053 -1.598 3.075
H -0.607 -0.675 -0.471
C 0.403 -0.376 1.341
H 1.588 1.495 -0.445
C 0.020 -1.735 2.004
C 0.731 0.908 -0.749
H -1.513 -2.673 0.714
H 0.369 3.088 -2.002
C 0.016 0.000 0.128
```

Its highest occupied orbital energy is -0.2912 hartree. The largest force on an atom is 2.8 eV/Å. As for the energy: -8429.2263 eV. The value obtained for the LUMO energy is 0.90 eV. Its energy above the lowest of the compared OMol25 structures with the same formula, charge and spin is 194.3 kJ/mol.

Entry 2:
Entry from the Open Molecules 2025 dataset: one molecule with the formula C6H10O (ωB97M-V/def2-TZVPD).

XYZ file:
```
17
C6H10O (ωB97M-V/def2-TZVPD)
H 0.721 -2.064 -0.283
H 1.919 1.507 -0.807
H -1.627 -1.773 -0.823
H -1.867 1.300 1.231
H -0.933 2.410 0.180
C 0.207 -1.369 0.389
H 2.667 0.256 0.200
H -1.984 -1.108 0.783
H -1.081 0.577 -1.567
H 2.087 -0.158 -1.427
C 0.546 0.094 0.069
C -0.874 0.312 -0.527
C 1.879 0.446 -0.538
C -1.007 1.379 0.553
H 0.390 -1.666 1.426
O 0.220 0.964 1.179
C -1.261 -1.106 -0.039
```

Its highest occupied orbital energy is -0.3459 hartree. The largest force on an atom is 0.4 eV/Å. As for the energy: -8429.9858 eV. The value obtained for the LUMO energy is 1.07 eV. Its energy above the lowest of the compared OMol25 structures with the same formula, charge and spin is 121.0 kJ/mol.

Entry 3:
Entry from the Open Molecules 2025 dataset: C6H10O as an isolated structure at a distorted geometry (ωB97M-V/def2-TZVPD).

XYZ file:
```
17
C6H10O (ωB97M-V/def2-TZVPD)
H -0.690 0.893 2.057
H 1.134 -1.387 0.852
C -0.348 1.182 1.044
C -2.308 0.003 -0.081
H -2.944 0.881 -0.050
H -0.827 1.950 0.034
H -2.443 -0.537 0.877
H 0.666 1.579 1.113
C 1.231 -1.070 -0.199
C 2.526 -0.386 -0.401
H -2.558 -0.667 -0.922
C 0.108 -0.269 -0.697
H 0.041 -0.273 -1.739
C -0.858 0.356 -0.030
O 2.639 0.777 -0.689
H 3.371 -1.082 -0.289
H 1.258 -1.951 -0.879
```

Its highest occupied orbital energy is -0.2785 hartree. The largest force on an atom is 3.7 eV/Å. As for the energy: -8426.9418 eV. The value obtained for the LUMO energy is 0.87 eV. Its energy above the lowest of the compared OMol25 structures with the same formula, charge and spin is 414.7 kJ/mol.

Entry 4:
Entry from the Open Molecules 2025 dataset: one molecule with the formula C6H10O (ωB97M-V/def2-TZVPD).

XYZ file:
```
17
C6H10O (ωB97M-V/def2-TZVPD)
C 0.796 1.700 -0.123
H 0.965 2.600 0.463
O -0.400 1.157 0.220
C -2.135 -0.435 0.198
C 0.949 -1.205 1.142
H 1.548 0.347 -1.582
C 1.689 1.253 -1.003
C -0.750 -0.104 -0.343
H 1.619 -2.025 1.380
H -2.877 0.305 -0.114
H 2.627 1.783 -1.123
H -0.787 -0.006 -1.439
H 0.276 -2.038 -0.665
H -2.087 -0.453 1.292
H -2.450 -1.425 -0.147
H 0.921 -0.366 1.835
C 0.219 -1.204 0.035
```

Its highest occupied orbital energy is -0.3254 hartree. The largest force on an atom is 0.2 eV/Å. As for the energy: -8429.9965 eV. The value obtained for the LUMO energy is 1.12 eV. Its energy above the lowest of the compared OMol25 structures with the same formula, charge and spin is 120.0 kJ/mol.

Entry 5:
Entry from the Open Molecules 2025 dataset: a 2-piece molecular cluster, C6H10O overall (ωB97M-V/def2-TZVPD).

XYZ file:
```
17
C6H10O (ωB97M-V/def2-TZVPD)
C -0.928 -1.120 -1.459
H -1.541 -0.486 -2.110
O 0.759 1.182 -1.110
C 0.048 -1.373 0.960
H -1.401 -2.107 -1.401
H 2.021 3.517 1.312
H -0.589 -2.058 1.528
H 0.812 -1.986 0.465
H 1.650 2.912 1.539
C 0.481 0.737 1.271
C -0.141 0.935 -0.068
H -1.794 -0.391 0.365
H 0.049 -1.238 -1.940
C 0.745 -0.324 1.839
H 1.520 0.600 -0.985
H -0.896 1.720 -0.136
C -0.795 -0.518 -0.070
```

Its highest occupied orbital energy (alpha / beta) is -0.3456 / -0.3457 hartree. The largest force on an atom is 0.7 eV/Å. As for the energy: -8426.0546 eV. The value obtained for the LUMO energy (alpha / beta) is -0.44 / -0.43 eV. Its energy above the lowest of the compared OMol25 structures with the same formula, charge and spin is 500.3 kJ/mol.

Entry 6:
Entry from the Open Molecules 2025 dataset: one molecule with the formula C6H10O at a distorted geometry (ωB97M-V/def2-TZVPD).

XYZ file:
```
17
C6H10O (ωB97M-V/def2-TZVPD)
H 2.605 1.255 0.199
C 1.352 0.848 2.619
H 2.420 0.746 2.807
H -2.050 -1.927 -2.607
C -0.322 -0.432 -0.613
H -2.414 -0.092 -0.792
H 1.109 1.899 2.786
C -1.628 -0.919 -2.674
C -0.088 0.097 0.733
O 2.208 0.390 0.370
C -1.479 -0.366 -1.272
H -2.381 -0.335 -3.204
H -0.936 0.073 1.411
H 0.746 0.275 3.314
H -0.680 -0.898 -3.202
C 1.108 0.458 1.179
H 0.430 -1.072 -1.055
```

Its highest occupied orbital energy is -0.2980 hartree. The largest force on an atom is 1.0 eV/Å. As for the energy: -8430.2385 eV. The value obtained for the LUMO energy is 0.88 eV. Its energy above the lowest of the compared OMol25 structures with the same formula, charge and spin is 96.7 kJ/mol.

Entry 7:
Entry from the Open Molecules 2025 dataset: C6H10O as an isolated structure at a distorted geometry (ωB97M-V/def2-TZVPD).

XYZ file:
```
17
C6H10O (ωB97M-V/def2-TZVPD)
H 0.522 0.257 -2.115
H -1.162 0.765 -1.741
H -1.452 1.200 0.081
C -0.587 0.552 0.440
H 0.526 2.428 0.726
C 0.724 1.370 0.540
C 0.129 -0.231 1.626
H 1.447 1.266 -0.279
H 1.529 -1.254 0.260
C 0.477 -1.317 0.559
H -0.253 -0.554 2.601
C -0.465 -0.139 -1.855
C -0.541 -0.672 -0.439
H 0.228 -2.342 0.838
O 1.168 0.729 1.746
H -0.816 -0.815 -2.642
H -1.475 -1.244 -0.345
```

Its highest occupied orbital energy is -0.3478 hartree. The largest force on an atom is 2.0 eV/Å. As for the energy: -8428.7478 eV. The value obtained for the LUMO energy is 1.04 eV. Its energy above the lowest of the compared OMol25 structures with the same formula, charge and spin is 240.5 kJ/mol.

Entry 8:
Entry from the Open Molecules 2025 dataset: one molecule with the formula C6H10O at a distorted geometry (ωB97M-V/def2-TZVPD).

XYZ file:
```
17
C6H10O (ωB97M-V/def2-TZVPD)
H 0.195 1.999 3.073
C 0.024 -1.045 -1.967
C 0.934 -0.613 -3.155
H 0.132 -2.125 -1.839
H 0.687 0.397 -3.465
H 1.979 -0.797 -2.884
C -0.730 0.067 0.190
C -0.208 1.794 2.096
C -0.392 0.607 1.527
H 0.735 -1.288 -3.981
O -0.158 -0.465 2.426
H 1.203 -0.016 -0.412
H 0.694 -0.481 2.865
H -1.807 -0.022 0.032
H -0.348 2.764 1.647
H -0.994 -0.961 -2.392
C 0.175 -0.218 -0.727
```

Its highest occupied orbital energy is -0.3362 hartree. The largest force on an atom is 2.9 eV/Å. As for the energy: -8429.5572 eV. The value obtained for the LUMO energy is 0.98 eV. Its energy above the lowest of the compared OMol25 structures with the same formula, charge and spin is 162.4 kJ/mol.

Entry 9:
Entry from the Open Molecules 2025 dataset: one molecule with the formula C6H10O at a distorted geometry (ωB97M-V/def2-TZVPD).

XYZ file:
```
17
C6H10O (ωB97M-V/def2-TZVPD)
C -0.819 0.462 1.025
H 0.995 0.682 -1.686
O -0.881 -0.852 -1.096
H -1.072 0.023 1.975
C 0.556 0.142 0.340
H -0.997 1.636 1.027
C 0.199 -1.191 -0.137
H 1.691 1.935 -0.514
C 1.659 -0.938 0.235
H 2.425 -0.737 -0.582
H -2.317 0.427 -0.756
C 0.852 1.157 -0.703
H 0.015 1.807 -0.841
C -1.703 -0.212 -0.179
H -2.431 -0.936 0.256
H -0.154 -1.779 0.599
H 1.982 -1.624 1.036
```

Its highest occupied orbital energy is -0.3220 hartree. The largest force on an atom is 4.3 eV/Å. As for the energy: -8426.6806 eV. The value obtained for the LUMO energy is 1.03 eV. Its energy above the lowest of the compared OMol25 structures with the same formula, charge and spin is 440.0 kJ/mol.

Entry 10:
Entry from the Open Molecules 2025 dataset: one molecule with the formula C6H10O (ωB97M-V/def2-TZVPD).

XYZ file:
```
17
C6H10O (ωB97M-V/def2-TZVPD)
H -2.553 -0.802 0.206
C 0.785 -0.599 0.017
C -1.068 -0.775 -1.397
H 0.884 -1.275 -2.183
H -1.798 0.773 -0.093
H 1.036 1.198 -0.807
H 1.065 2.731 0.677
C -0.460 -0.628 0.896
C 0.257 -0.943 -1.359
C -1.613 -0.312 -0.067
O 1.395 0.754 -0.024
C 1.032 1.822 1.309
H -0.352 0.111 1.695
H 1.601 -1.238 0.368
H -1.694 -0.952 -2.270
H -0.566 -1.640 1.298
H 2.051 1.775 1.734
```

Its highest occupied orbital energy is -0.2736 hartree. The largest force on an atom is 0.5 eV/Å. As for the energy: -8426.9625 eV. The value obtained for the LUMO energy is 0.75 eV. Its energy above the lowest of the compared OMol25 structures with the same formula, charge and spin is 412.7 kJ/mol.

Entry 11:
Entry from the Open Molecules 2025 dataset: C6H10O as an isolated structure (ωB97M-V/def2-TZVPD).

XYZ file:
```
17
C6H10O (ωB97M-V/def2-TZVPD)
H -0.431 1.033 -1.811
C 0.228 -1.283 -0.277
H 2.595 0.154 0.637
C 0.539 0.166 0.000
H 1.924 1.776 0.376
H -1.055 0.419 1.569
H -0.962 1.754 -0.251
C -0.228 -0.201 1.223
H 0.748 -1.982 0.388
H 0.245 -0.804 1.997
C -0.623 0.831 -0.748
H -3.215 -1.006 -0.138
H 2.357 0.757 -1.016
C 1.933 0.748 -0.004
H 0.171 -1.718 -1.273
O -2.688 -0.207 -0.003
C -1.500 -0.393 -0.596
```

Its highest occupied orbital energy (alpha / beta) is -0.2530 / -0.2530 hartree. The largest force on an atom is 0.5 eV/Å. As for the energy: -8425.1532 eV. The value obtained for the LUMO energy (alpha / beta) is 0.74 / 0.74 eV. Its energy above the lowest of the compared OMol25 structures with the same formula, charge and spin is 587.3 kJ/mol.

Entry 12:
Entry from the Open Molecules 2025 dataset: C6H10O as an isolated structure at a distorted geometry (ωB97M-V/def2-TZVPD).

XYZ file:
```
17
C6H10O (ωB97M-V/def2-TZVPD)
C -1.039 -0.674 0.110
C -1.678 0.678 -0.033
H -1.456 -1.472 -0.499
C 0.442 -0.829 0.353
H -2.491 0.781 -0.746
H -1.049 1.559 0.057
C 1.426 -0.449 -0.705
H 2.120 1.650 -0.040
C 1.676 0.656 0.054
H 1.857 0.405 -2.032
H 0.695 -1.774 0.827
H -1.419 0.203 2.115
H 2.137 -1.138 -1.132
H 2.666 0.792 -2.024
H -2.885 -0.595 1.360
O 0.911 0.344 1.127
C -1.913 -0.136 1.209
```

Its highest occupied orbital energy is -0.3124 hartree. The largest force on an atom is 3.8 eV/Å. As for the energy: -8426.1903 eV. The value obtained for the LUMO energy is 1.09 eV. Its energy above the lowest of the compared OMol25 structures with the same formula, charge and spin is 487.3 kJ/mol.

Entry 13:
Entry from the Open Molecules 2025 dataset: one molecule with the formula C6H10O (ωB97M-V/def2-TZVPD).

XYZ file:
```
17
C6H10O (ωB97M-V/def2-TZVPD)
H 0.792 2.403 -1.433
C -0.898 0.433 0.862
H 1.990 -0.363 -0.939
H -1.369 1.321 -1.067
O -0.081 -0.333 -1.307
H 1.383 1.759 0.134
C -0.492 -1.963 1.292
C 0.835 1.527 -0.781
H -0.765 1.308 1.512
H 0.187 -2.773 1.006
C -0.520 0.836 -0.570
H -1.957 0.119 0.895
H -1.491 -2.110 0.850
H 1.505 0.299 -2.537
C 1.239 0.224 -1.477
C 0.115 -0.626 1.168
H -0.600 -2.039 2.391
```

Its highest occupied orbital energy is -0.3005 hartree. The largest force on an atom is 0.4 eV/Å. As for the energy: -8426.9537 eV. The value obtained for the LUMO energy is 0.48 eV. Its energy above the lowest of the compared OMol25 structures with the same formula, charge and spin is 413.6 kJ/mol.

Entry 14:
Entry from the Open Molecules 2025 dataset: one molecule with the formula C6H10O (ωB97M-V/def2-TZVPD).

XYZ file:
```
17
C6H10O (ωB97M-V/def2-TZVPD)
C -1.333 -0.570 -1.931
H -1.812 -0.233 -2.875
H 1.166 0.497 2.917
C -0.486 0.806 1.448
H 0.135 -1.425 -0.082
H -0.637 1.838 1.752
C 0.714 -0.556 -0.413
C 0.043 0.002 -1.675
H -1.394 0.285 1.153
C 0.777 0.448 0.717
H 0.639 -0.164 -2.583
O -1.914 -1.335 -1.198
H 1.722 -0.915 -0.647
C 0.585 0.009 2.140
H 0.391 -1.045 2.324
H -0.079 1.094 -1.612
H 1.484 1.263 0.564
```

Its highest occupied orbital energy is -0.3622 hartree. The largest force on an atom is 0.5 eV/Å. As for the energy: -8430.4944 eV. The value obtained for the LUMO energy is 1.09 eV. Its energy above the lowest of the compared OMol25 structures with the same formula, charge and spin is 72.0 kJ/mol.